# 1
This record from the OMol25 dataset describes a molecular structure, C61H51IKN3O2P2. The level of theory is ωB97M-V/def2-TZVPD.

```
121
C61H51IKN3O2P2 ωB97M-V/def2-TZVPD
K 0.47 -0.06 -0.44
I -1.66 -0.51 3.33
C -3.53 -1.43 3.51
C -4.35 -0.80 4.40
C -5.61 -1.32 4.75
C -5.99 -2.52 4.23
C -5.18 -3.19 3.29
C -5.62 -4.44 2.80
C -4.89 -5.12 1.88
C -3.73 -4.53 1.36
C -3.24 -3.32 1.78
P -1.84 -2.59 0.76
C -2.23 -3.36 -0.86
C -3.48 -3.09 -1.43
C -3.79 -3.55 -2.70
C -2.84 -4.26 -3.43
C -1.59 -4.50 -2.89
C -1.29 -4.05 -1.61
C -0.42 -3.63 1.33
C -0.44 -5.03 1.34
C 0.67 -5.75 1.75
C 1.83 -5.08 2.15
C 1.86 -3.70 2.13
C 0.74 -2.99 1.73
C -3.94 -2.64 2.84
H -4.01 0.12 4.86
H -6.24 -0.80 5.46
H -6.93 -2.98 4.52
H -6.56 -4.84 3.18
H -5.22 -6.08 1.51
H -3.23 -5.04 0.54
H -4.21 -2.52 -0.87
H -4.76 -3.33 -3.13
H -3.08 -4.60 -4.43
H -0.83 -5.02 -3.46
H -0.30 -4.21 -1.21
H -1.31 -5.57 1.00
H 0.64 -6.83 1.74
H 2.71 -5.64 2.44
H 2.77 -3.17 2.37
H 0.80 -1.91 1.68
O 3.95 -2.81 0.36
C 3.34 -2.77 -0.70
N 3.89 -3.29 -1.88
C 2.89 -3.36 -2.91
C 1.76 -2.50 -2.20
O 0.73 -2.18 -2.79
N 2.09 -2.28 -0.92
C 3.30 -2.70 -4.21
C 4.61 -2.26 -4.40
C 4.98 -1.63 -5.58
C 4.04 -1.42 -6.59
C 2.73 -1.84 -6.39
C 2.36 -2.47 -5.22
C 2.36 -4.78 -3.06
C 2.24 -5.44 -4.28
C 1.75 -6.74 -4.34
C 1.36 -7.41 -3.19
C 1.48 -6.76 -1.97
C 1.98 -5.47 -1.90
H 4.62 -3.98 -1.80
H 5.32 -2.37 -3.60
H 5.99 -1.27 -5.70
H 4.33 -0.92 -7.50
H 1.98 -1.65 -7.15
H 1.33 -2.74 -5.04
H 2.54 -4.95 -5.19
H 1.67 -7.23 -5.31
H 0.96 -8.41 -3.25
H 1.17 -7.26 -1.05
H 2.06 -4.98 -0.94
N -0.30 1.97 0.79
P -1.61 2.71 0.92
C -1.98 3.49 2.58
C -3.04 4.35 2.86
C -3.18 4.91 4.13
C -2.26 4.61 5.12
C -1.19 3.77 4.84
C -1.05 3.22 3.58
C -1.87 4.21 -0.15
C -0.71 4.90 -0.50
C -0.77 6.03 -1.30
C -1.99 6.48 -1.77
C -3.15 5.79 -1.45
C -3.09 4.66 -0.65
C -3.18 1.79 0.55
C -3.21 1.14 -0.69
C -4.26 0.31 -1.04
C -5.31 0.11 -0.15
C -5.30 0.74 1.08
C -4.25 1.58 1.42
H -3.76 4.60 2.09
H -4.01 5.58 4.34
H -2.37 5.05 6.11
H -0.46 3.55 5.61
H -0.22 2.59 3.30
H 0.24 4.49 -0.17
H 0.14 6.55 -1.57
H -2.04 7.36 -2.40
H -4.11 6.13 -1.84
H -4.00 4.11 -0.42
H -2.38 1.29 -1.37
H -4.25 -0.19 -2.01
H -6.13 -0.56 -0.42
H -6.11 0.56 1.78
H -4.24 2.05 2.40
C 5.45 3.16 -1.74
C 4.48 2.68 -2.82
C 3.97 3.90 -3.60
C 5.23 1.75 -3.79
C 3.35 1.95 -2.21
C 2.40 1.33 -1.73
H 6.31 3.69 -2.18
H 5.82 2.31 -1.16
H 4.94 3.83 -1.05
H 4.80 4.44 -4.08
H 3.44 4.58 -2.93
H 3.26 3.58 -4.37
H 6.07 2.27 -4.27
H 4.55 1.38 -4.56
H 5.62 0.88 -3.25
```

## Properties
Total charge   -2
E_HOMO   -1.89 eV
LUMO   3.63 eV
Max |F|   0.838 eV/Å
Gap between HOMO and LUMO   0.2031 Eh
2S+1   1
Energy above the lowest of the compared OMol25 structures with the same formula, charge and spin   1.0626 eV

***

# 2
This record from the OMol25 dataset describes a molecular structure, C61H52N3O2P3Pd. The level of theory is ωB97M-V/def2-TZVPD.

```
122
C61H52N3O2P3Pd ωB97M-V/def2-TZVPD
Pd 0.16 0.69 -0.30
N 2.81 2.70 0.03
P 2.53 1.23 -0.79
C 2.74 1.70 -2.53
C 3.96 2.11 -3.06
C 4.05 2.55 -4.36
C 2.91 2.60 -5.16
C 1.68 2.22 -4.64
C 1.60 1.77 -3.33
C 4.09 0.40 -0.37
C 4.64 0.53 0.90
C 5.78 -0.18 1.25
C 6.36 -1.05 0.33
C 5.80 -1.20 -0.93
C 4.68 -0.47 -1.29
C 1.81 3.65 0.07
C 1.99 4.87 0.73
C 1.00 5.81 0.63
C -0.13 5.54 -0.15
C -0.22 4.31 -0.74
N 0.71 3.35 -0.61
H 3.65 2.86 0.55
H 4.86 2.09 -2.44
H 5.01 2.86 -4.77
H 2.98 2.95 -6.18
H 0.79 2.28 -5.24
H 0.64 1.50 -2.90
H 4.16 1.15 1.65
H 6.20 -0.06 2.24
H 7.24 -1.60 0.61
H 6.25 -1.88 -1.64
H 4.25 -0.60 -2.28
H 2.90 5.06 1.29
H 1.11 6.77 1.12
H -0.91 6.27 -0.29
H -1.07 4.06 -1.36
C -5.12 -4.69 -0.42
C -4.17 -3.77 -1.20
C -4.34 -4.01 -2.71
C -4.48 -2.32 -0.89
C -5.78 -1.83 -0.83
C -6.05 -0.49 -0.57
C -5.01 0.39 -0.35
C -3.69 -0.05 -0.39
P -2.30 1.09 -0.05
C -2.88 2.49 -1.06
C -3.53 3.61 -0.58
C -3.90 4.63 -1.44
C -3.63 4.53 -2.80
C -3.00 3.40 -3.30
C -2.62 2.39 -2.43
C -2.64 1.57 1.68
C -2.03 2.71 2.20
C -2.21 3.07 3.52
C -2.99 2.28 4.36
C -3.59 1.14 3.86
C -3.42 0.79 2.52
C -3.47 -1.39 -0.69
O -2.15 -1.73 -0.80
C -1.80 -3.04 -0.64
C -0.47 -3.25 -0.30
C -0.04 -4.56 -0.13
C -0.91 -5.61 -0.32
C -2.24 -5.37 -0.66
C -2.72 -4.07 -0.81
P 0.66 -1.80 -0.13
C 1.84 -2.22 -1.47
C 2.87 -3.16 -1.37
C 3.66 -3.44 -2.47
C 3.44 -2.79 -3.68
C 2.41 -1.87 -3.79
C 1.62 -1.58 -2.69
C 1.47 -2.29 1.45
C 2.83 -2.20 1.71
C 3.34 -2.56 2.95
C 2.49 -3.03 3.95
C 1.13 -3.11 3.70
C 0.62 -2.74 2.47
H -6.15 -4.50 -0.69
H -5.01 -4.55 0.66
H -4.92 -5.74 -0.65
H -5.37 -3.80 -3.01
H -4.12 -5.05 -2.95
H -3.68 -3.37 -3.28
H -6.61 -2.51 -0.99
H -7.07 -0.14 -0.54
H -5.22 1.43 -0.15
H -3.74 3.71 0.48
H -4.40 5.51 -1.06
H -3.91 5.33 -3.47
H -2.79 3.31 -4.35
H -2.10 1.51 -2.82
H -1.39 3.32 1.57
H -1.73 3.96 3.90
H -3.13 2.56 5.39
H -4.21 0.53 4.50
H -3.91 -0.10 2.15
H 0.99 -4.76 0.15
H -0.57 -6.63 -0.20
H -2.90 -6.21 -0.80
H 3.05 -3.68 -0.45
H 4.46 -4.17 -2.38
H 4.06 -3.01 -4.54
H 2.23 -1.36 -4.73
H 0.82 -0.85 -2.77
H 3.52 -1.86 0.95
H 4.40 -2.50 3.13
H 2.89 -3.33 4.90
H 0.46 -3.48 4.47
H -0.44 -2.84 2.29
O 0.68 1.77 2.02
N 0.86 1.35 3.23
C 1.88 1.85 3.98
C 2.07 1.43 5.28
C 1.22 0.49 5.84
C 0.17 0.00 5.06
C 0.01 0.43 3.76
H 2.47 2.59 3.47
H 2.89 1.85 5.84
H 1.35 0.15 6.85
H -0.53 -0.72 5.45
H -0.78 0.11 3.10
```

## Properties
Total charge   +1
E_HOMO (alpha / beta)   -9.10 / -10.15 eV
LUMO (alpha / beta)   -1.65 / -2.33 eV
Max |F|   0.558 eV/Å
Gap between HOMO and LUMO (alpha / beta)   0.2735 / 0.2872 Eh
2S+1   2

***

# 3
This record from the OMol25 dataset describes a molecular structure, C61H53F5IO3P3SiSr. The level of theory is ωB97M-V/def2-TZVPD.

```
128
C61H53F5IO3P3SiSr ωB97M-V/def2-TZVPD
Sr -0.11 -0.63 0.48
C 1.01 2.52 2.99
Si 1.58 1.66 1.38
C 3.27 0.86 1.90
C 3.85 1.15 3.14
C 5.07 0.62 3.54
C 5.76 -0.22 2.69
C 5.20 -0.56 1.46
C 3.97 -0.05 1.07
P 3.17 -0.70 -0.47
C 4.25 -2.13 -0.86
C 4.01 -3.34 -0.21
C 4.81 -4.45 -0.46
C 5.85 -4.37 -1.38
C 6.10 -3.17 -2.03
C 5.31 -2.06 -1.76
C 3.59 0.42 -1.84
C 3.16 0.05 -3.11
C 3.46 0.84 -4.22
C 4.17 2.02 -4.05
C 4.58 2.40 -2.78
C 4.31 1.60 -1.69
C 2.20 3.20 0.39
C 3.40 3.82 0.77
C 3.89 4.94 0.13
C 3.19 5.49 -0.93
C 1.99 4.92 -1.31
C 1.50 3.78 -0.67
P -0.13 3.10 -1.14
C -1.28 4.21 -0.25
C -2.65 4.03 -0.43
C -3.57 4.78 0.29
C -3.12 5.72 1.21
C -1.76 5.91 1.40
C -0.85 5.16 0.68
C -0.26 3.66 -2.88
C 0.59 3.04 -3.78
C 0.54 3.34 -5.13
C -0.39 4.25 -5.61
C -1.24 4.88 -4.72
C -1.18 4.59 -3.36
H 1.72 3.26 3.36
H 0.79 1.81 3.79
H 0.08 3.05 2.77
H 3.33 1.83 3.81
H 5.48 0.88 4.50
H 6.72 -0.64 2.98
H 5.74 -1.24 0.82
H 3.20 -3.41 0.51
H 4.61 -5.38 0.05
H 6.46 -5.23 -1.58
H 6.91 -3.09 -2.74
H 5.51 -1.13 -2.28
H 2.62 -0.88 -3.26
H 3.12 0.53 -5.20
H 4.39 2.65 -4.91
H 5.13 3.33 -2.64
H 4.66 1.89 -0.71
H 3.97 3.40 1.59
H 4.83 5.38 0.45
H 3.56 6.37 -1.44
H 1.43 5.36 -2.13
H -3.01 3.29 -1.13
H -4.63 4.63 0.13
H -3.84 6.31 1.78
H -1.41 6.63 2.12
H 0.21 5.30 0.84
H 1.33 2.33 -3.43
H 1.22 2.85 -5.82
H -0.44 4.48 -6.66
H -1.96 5.61 -5.07
H -1.84 5.11 -2.68
I -3.53 -1.44 -1.49
C -4.26 -3.27 -2.21
C -5.61 -3.22 -2.41
C -6.33 -4.32 -2.92
C -5.66 -5.45 -3.23
C -4.26 -5.54 -3.04
C -3.63 -6.76 -3.42
C -2.29 -6.93 -3.28
C -1.54 -5.88 -2.72
C -2.09 -4.69 -2.32
P -0.85 -3.57 -1.55
C 0.32 -3.42 -2.95
C -0.28 -2.93 -4.12
C 0.48 -2.67 -5.25
C 1.85 -2.88 -5.24
C 2.46 -3.35 -4.09
C 1.69 -3.61 -2.95
C -0.22 -4.70 -0.25
C -1.03 -4.68 0.88
C -0.72 -5.42 2.01
C 0.44 -6.19 2.03
C 1.26 -6.21 0.92
C 0.93 -5.48 -0.22
C -3.50 -4.46 -2.50
H -6.14 -2.31 -2.18
H -7.40 -4.24 -3.05
H -6.17 -6.32 -3.64
H -4.26 -7.54 -3.83
H -1.81 -7.85 -3.58
H -0.48 -6.04 -2.59
H -1.34 -2.75 -4.15
H -0.01 -2.30 -6.14
H 2.44 -2.68 -6.13
H 3.53 -3.50 -4.05
H 2.22 -3.95 -2.08
H -1.91 -4.04 0.91
H -1.36 -5.37 2.88
H 0.69 -6.76 2.91
H 2.16 -6.81 0.92
H 1.59 -5.56 -1.07
O 1.44 -2.28 1.83
H 1.95 -1.77 2.48
H 0.91 -2.91 2.34
O -2.29 0.86 0.29
H -2.16 1.80 0.45
H -2.66 0.53 1.14
O 0.13 -0.28 -2.02
H -0.51 0.29 -2.45
H 0.98 0.01 -2.35
F -2.56 -0.14 2.80
C -1.84 -1.34 2.48
F -2.87 -2.26 2.23
C -1.31 -1.76 3.85
F -0.37 -0.88 4.28
F -2.22 -1.87 4.83
F -0.68 -2.96 3.77
```

## Properties
Total charge   0
E_HOMO   -6.46 eV
LUMO   0.07 eV
Max |F|   0.825 eV/Å
Gap between HOMO and LUMO   0.2401 Eh
2S+1   1

***

What electronic energy values result from the calculations? In sequence: -115654.2587 -104009.5489 -128530.9186 eV.